Entry 1:
46
Properties=species:S:1:pos:R:3 method="wB97M-V/def2-TZVPD" lumo_energy_ev="-7.551 / -7.543" molar_mass_g_mol=719.32 relative_energy_kj_mol=166.9 e_homo_ha="-0.374 / -0.374" charge=+1 homo_lumo_gap_ev="2.6 / 2.6"
Pt 0.63079 0.12757 0.72584
Cl -1.68981 -5.02757 5.97929
C -1.28056 -4.16932 4.58533
C -0.72156 -2.87230 4.70699
Cl -0.48414 -2.18914 6.25448
C -0.36426 -2.18481 3.57930
Cl 0.30970 -0.62135 3.64548
C -0.58260 -2.72761 2.25044
O -0.34745 -2.07991 1.21553
C -1.16146 -4.05976 2.17693
Cl -1.39764 -4.70630 0.62912
C -1.49038 -4.75485 3.31522
Cl -2.16111 -6.32297 3.20839
C -4.09728 2.06839 -1.02454
C -3.55278 0.84436 -0.64964
C -2.21505 0.74157 -0.28051
C -1.38051 1.86017 -0.28256
C 0.02808 1.78164 0.10179
C 0.78195 2.99807 0.04568
C 0.22238 4.18901 -0.33348
C -1.12466 4.25032 -0.69830
C -1.94242 3.10501 -0.67643
C -3.29707 3.19185 -1.04229
H -5.13915 2.13399 -1.30615
H -4.17631 -0.03977 -0.64758
H -1.82818 -0.23297 -0.00966
H 1.81903 2.98483 0.34510
H 0.82322 5.08802 -0.34690
H -1.56082 5.19510 -1.00051
H -3.70243 4.15154 -1.33869
C 1.17401 0.89409 -2.94122
Ge 2.49617 -0.16459 -1.95725
C 4.27462 0.23680 -2.66009
C 2.06863 -2.06677 -2.05477
C 2.49707 0.37252 -0.05787
H 1.25857 0.68997 -4.00932
H 1.34559 1.96224 -2.79270
H 0.15836 0.64979 -2.62600
H 4.32404 -0.00137 -3.72325
H 5.04439 -0.33793 -2.14566
H 4.49453 1.29816 -2.53896
H 2.07041 -2.40435 -3.09192
H 1.07941 -2.26032 -1.63603
H 2.80265 -2.65781 -1.50629
H 2.90066 1.37512 0.05205
H 3.09338 -0.30835 0.56164

---

Entry 2:
46
Properties=species:S:1:pos:R:3 method="wB97M-V/def2-TZVPD" smiles=ClC(Cl)(Cl)Cl.ClC(Cl)(Cl)Cl.c1ccccc1.c1ccccc1.c1ccccc1 lumo_energy_ev=-0.031 molar_mass_g_mol=541.99 e_homo_ha=-0.340 homo_lumo_gap_ev=9.2
Cl 31.73230 24.57769 -15.55645
C 32.52548 25.69992 -16.70685
Cl 34.16040 26.14048 -16.10766
Cl 32.70957 24.90308 -18.27420
Cl 31.48764 27.15101 -16.98381
Cl 36.89876 32.48538 -11.98186
C 35.49515 32.01762 -12.95854
Cl 34.37769 30.90658 -11.96112
Cl 34.60941 33.45051 -13.42943
Cl 35.96309 31.17546 -14.45271
C 25.71327 22.30237 -16.67843
C 26.02049 23.66534 -16.79533
C 26.59223 24.09370 -17.96095
C 26.97065 23.19910 -18.90875
C 26.73237 21.79628 -18.81232
C 25.98947 21.38349 -17.66984
H 25.33272 21.92984 -15.73885
H 25.91894 24.39455 -16.00517
H 26.82185 25.14624 -18.03734
H 27.51274 23.51433 -19.78806
H 26.95576 21.21433 -19.69427
H 25.73309 20.34462 -17.52350
C 26.17149 29.42339 -10.93697
C 27.43028 29.06209 -11.41113
C 27.76973 27.70229 -11.55822
C 26.81807 26.75382 -11.33308
C 25.55962 27.10962 -10.84163
C 25.19100 28.47009 -10.69655
H 25.92146 30.47404 -10.93113
H 28.25730 29.72419 -11.62101
H 28.75040 27.39863 -11.89360
H 27.06034 25.70197 -11.36970
H 24.83961 26.36030 -10.54753
H 24.21827 28.73982 -10.31259
C 35.70748 24.58762 -10.28611
C 34.73083 24.86295 -9.30094
C 35.13576 25.58537 -8.19727
C 36.44861 25.91346 -7.99927
C 37.42626 25.64037 -8.88491
C 37.02728 24.91546 -10.03424
H 35.47645 24.06746 -11.20396
H 33.70184 24.54781 -9.39180
H 34.32055 25.82534 -7.53074
H 36.82751 26.38029 -7.10210
H 38.44952 25.89112 -8.64725
H 37.76418 24.74146 -10.80437

---

Entry 3:
47
Properties=species:S:1:pos:R:3 method="wB97M-V/def2-TZVPD" lumo_energy_ev="2.281 / 2.277" s2=0.75 molar_mass_g_mol=443.93 e_homo_ha="-0.205 / -0.209" multiplicity=2 charge=-1 homo_lumo_gap_ev="7.9 / 8.0"
Cu 1.05799 -0.42326 0.95763
O 3.37735 -0.00621 4.23880
C 2.83856 0.17725 3.15320
O 1.89429 -0.55521 2.67868
C 3.23036 1.43567 2.36403
C 2.02308 2.38105 2.26222
C 2.48147 3.78710 1.84842
C 2.72746 3.59794 0.32919
C 2.47269 2.09796 0.17928
O 1.35327 1.91439 1.07614
C 3.61478 1.31051 0.85233
C 3.80889 -0.10400 0.28324
O 4.94926 -0.46949 0.02472
O 2.74527 -0.78627 0.04635
H 4.04023 1.89636 2.92618
H 1.33497 2.33616 3.10327
H 1.70214 4.52508 2.03806
H 3.37732 4.08758 2.39194
H 2.00297 4.16260 -0.25797
H 3.73030 3.88352 0.01278
H 2.19134 1.74619 -0.81003
H 4.56394 1.82018 0.68942
N -4.55449 -0.61300 -7.29395
C -3.90333 -0.59600 -6.34533
C -3.09061 -0.57558 -5.16074
C -3.07297 -1.67478 -4.30314
C -2.29414 -1.64829 -3.16407
C -1.51116 -0.52912 -2.84526
C -1.53858 0.56487 -3.72278
C -2.31575 0.54541 -4.86317
C -0.71467 -0.50057 -1.66535
C -0.02739 -0.46306 -0.66087
H -3.67132 -2.54522 -4.53819
H -2.27391 -2.50009 -2.49781
H -0.93537 1.43082 -3.48729
H -2.32794 1.39621 -5.53154
C -2.54612 -3.58692 1.27623
N -2.28819 -2.81151 2.48722
C -3.37141 -2.70460 3.45291
C -1.51164 -1.74307 2.31806
N -0.83087 -0.83596 2.11927
H -2.82568 -4.60001 1.56361
H -1.63802 -3.62476 0.67962
H -3.34739 -3.14429 0.67590
H -3.65778 -3.70692 3.76959
H -4.24541 -2.19908 3.02853
H -3.02377 -2.14957 4.32067

---

Entry 4:
56
Properties=species:S:1:pos:R:3 method="wB97M-V/def2-TZVPD" lumo_energy_ev="-10.060 / -13.141" s2=6.02 molar_mass_g_mol=779.34 relative_energy_kj_mol=0.0 e_homo_ha="-0.690 / -0.688" multiplicity=5 charge=+3 homo_lumo_gap_ev="8.7 / 5.6"
Ru 0.05172 0.00137 -0.47041
C -1.26543 1.80423 -2.85387
C -0.71138 2.61022 -1.72917
C -0.95813 3.98789 -1.68950
C -0.41340 4.76583 -0.69977
C 0.43993 4.16502 0.23732
C 0.64621 2.80997 0.17408
N 0.04213 2.03131 -0.77081
Sb 2.18840 2.02861 1.42920
C 2.88491 0.49630 0.11469
C 4.22944 0.21294 0.12310
C 4.75478 -0.62017 -0.87473
C 3.92150 -1.09205 -1.86014
C 2.55712 -0.78831 -1.83247
C 1.64848 -1.26999 -2.91335
N 2.06491 -0.02879 -0.83530
C 1.10527 1.02945 3.06556
C 1.46858 1.21119 4.37814
C 0.60383 0.58502 5.27816
C -0.49916 -0.10054 4.81078
C -0.77573 -0.19699 3.44455
C -1.99721 -0.86165 2.93061
N 0.09489 0.38700 2.58527
H -0.97729 2.27325 -3.79657
H -0.90995 0.77553 -2.87001
H -2.35537 1.79639 -2.81751
H -1.58028 4.42342 -2.46047
H -0.60903 5.82979 -0.65908
H 0.92928 4.76979 0.99057
H 4.88320 0.63530 0.87583
H 5.80954 -0.86411 -0.88080
H 4.30159 -1.70491 -2.66717
H 1.96763 -0.84105 -3.86605
H 1.68420 -2.35539 -3.00322
H 0.60243 -0.98323 -2.76000
H 2.33118 1.78103 4.68958
H 0.79668 0.65727 6.34180
H -1.18422 -0.56997 5.50521
H -2.33264 -1.63987 3.61292
H -2.80726 -0.13634 2.82808
H -1.80779 -1.30285 1.96107
F -4.69769 -1.76690 -2.53597
C -3.82982 -0.83123 -2.28081
F -4.41443 0.31288 -1.98647
F -2.98504 -0.66875 -3.28837
S -2.85290 -1.33996 -0.77840
O -1.91836 -0.13319 -0.57865
O -3.72429 -1.53678 0.31475
N -2.04329 -2.54366 -1.32761
S -0.64134 -3.07450 -0.90072
O 0.06774 -1.99686 -0.09853
O 0.11137 -3.61156 -1.96914
C -0.92847 -4.42048 0.38254
F -2.02050 -4.11374 1.05708
F 0.11908 -4.44233 1.18310
F -1.06561 -5.54483 -0.25890

---

Entry 5:
46
Properties=species:S:1:pos:R:3 method="wB97M-V/def2-TZVPD" smiles=O[C@@H](c1cccc(-c2ncnc3cc(N4CCOCC4)sc23)c1)c1nccs1 lumo_energy_ev=0.286 molar_mass_g_mol=410.52 relative_energy_kj_mol=221.5 e_homo_ha=-0.300 homo_lumo_gap_ev=8.4
O 3.34529 -1.98916 1.70228
C 2.32360 -2.57206 2.52278
C 1.29291 -1.49204 2.86514
C 0.56445 -1.49233 4.07305
C -0.29370 -0.45966 4.42548
C -0.50100 0.61824 3.54669
C 0.10956 0.60592 2.26352
C -0.18744 1.60570 1.24304
N -0.43619 2.84930 1.68284
C -0.79955 3.80166 0.83678
N -1.01040 3.58695 -0.47041
C -0.70487 2.36723 -0.90174
C -0.83021 2.02189 -2.30778
C -0.57300 0.71066 -2.54953
N -0.53404 0.14214 -3.81661
C 0.46931 -0.95751 -4.06794
C 0.32062 -1.61332 -5.47501
O 0.10042 -0.62969 -6.54535
C -1.10322 0.14328 -6.29313
C -0.95717 0.98804 -5.00556
S -0.23418 -0.16473 -1.04780
C -0.32198 1.31973 -0.10745
C 0.99591 -0.44462 1.95260
C 1.68245 -3.71241 1.74159
N 1.23942 -4.81307 2.35357
C 0.65686 -5.68249 1.44981
C 0.62876 -5.23183 0.14388
S 1.33165 -3.66125 0.01668
H 4.08845 -2.60328 1.61293
H 2.77409 -3.00189 3.43827
H 0.70049 -2.30456 4.77093
H -0.80175 -0.48533 5.35498
H -1.22281 1.41090 3.73967
H -0.90045 4.80079 1.16416
H -1.07619 2.72948 -3.06300
H 1.50315 -0.59275 -3.94077
H 0.36938 -1.75000 -3.35340
H 1.21430 -2.16576 -5.70502
H -0.53085 -2.31421 -5.45854
H -1.97993 -0.45757 -6.26428
H -1.27120 0.80757 -7.13292
H -0.16456 1.76634 -5.17905
H -1.91951 1.48468 -4.83378
H 1.58429 -0.38766 1.00533
H 0.26391 -6.64831 1.79923
H 0.13530 -5.76025 -0.69236